Record 1
Entry from OMol25: a molecular structure, C26H26N8O4RuS (ωB97M-V with the def2-TZVPD basis set).

HOMO energy in eV: -14.1
HOMO-LUMO gap in eV: 5.76
Energy above the lowest of the compared OMol25 structures with the same formula, charge and spin in eV: 0.000
Charge: +2
E_tot in eV: -60896.47648
Max |F| in hartree/bohr: 0.0068

Element x y z (Å)
Ru  1.1591  -0.5627  0.4520
C  2.3298  -0.7710  4.5987
C  2.2138  -0.5739  3.1362
N  1.1573  -0.8030  2.4399
N  0.0450  -1.4256  2.9448
C  -0.5682  -2.0234  1.9764
O  -0.0401  -1.9540  0.7076
C  -1.7824  -2.7979  2.1357
C  -2.3968  -3.3974  1.0338
C  -3.5580  -4.1251  1.2122
C  -4.1071  -4.2568  2.4814
C  -3.4981  -3.6619  3.5809
C  -2.3371  -2.9338  3.4139
C  3.3343  -0.1427  2.2867
C  4.5848  0.1735  2.7593
C  5.5949  0.4830  1.8497
C  5.3285  0.4492  0.4948
C  4.0529  0.1147  0.0672
N  3.0833  -0.1659  0.9437
H  1.4045  -1.1646  5.0062
H  2.5497  0.1916  5.0674
H  3.1492  -1.4525  4.8325
H  -1.9645  -3.2981  0.0483
H  -4.0374  -4.5937  0.3640
H  -5.0154  -4.8289  2.6162
H  -3.9298  -3.7711  4.5661
H  -1.8517  -2.4672  4.2599
H  4.7757  0.1756  3.8229
H  6.5822  0.7428  2.2075
H  6.0876  0.6845  -0.2368
H  3.7813  0.0932  -0.9805
O  1.3745  2.0455  2.4020
C  0.5357  2.1064  1.5491
N  0.4873  1.1621  0.4589
S  -0.7860  1.5541  -0.6740
O  -0.2087  1.9421  -1.9177
O  -1.6878  0.4428  -0.6297
C  -1.3159  2.9292  0.2610
C  -2.3541  3.7759  -0.0666
C  -2.5973  4.8373  0.7979
C  -1.8175  5.0340  1.9349
C  -0.7701  4.1768  2.2386
C  -0.5268  3.1113  1.3867
H  -2.9523  3.6276  -0.9554
H  -3.4040  5.5231  0.5783
H  -2.0308  5.8696  2.5871
H  -0.1526  4.3229  3.1146
C  -0.2691  1.1928  -5.6135
C  -1.0205  -0.1216  -5.4260
C  -2.2172  0.0403  -4.4931
C  -0.1018  -1.2547  -4.9678
N  0.5665  -0.9693  -3.6842
C  0.1487  -1.1689  -2.4458
N  1.0915  -0.7124  -1.6384
N  2.0859  -0.2340  -2.4227
N  1.7766  -0.3879  -3.6441
H  -0.9260  1.9341  -6.0668
H  0.6005  1.0738  -6.2609
H  0.0678  1.5977  -4.6566
H  -1.3859  -0.4573  -6.4005
H  -1.9053  0.3796  -3.5017
H  -2.7789  -0.8905  -4.3864
H  -2.8991  0.7940  -4.8852
H  0.7018  -1.4339  -5.6787
H  -0.6632  -2.1775  -4.8268
H  -0.7929  -1.6019  -2.1550

natural (NBO) atomic charge list, values in e, 8 entries: atom 1 (Ru): 1.26, atom 2 (C): -0.70, atom 3 (C): 0.37, atom 4 (N): -0.24, atom 5 (N): -0.33, atom 6 (C): 0.56, atom 7 (O): -0.55, atom 8 (C): -0.11

***

Record 2
Entry from OMol25: a molecular structure, C55H53Br2N7O3SV in a non-equilibrium geometry (ωB97M-V with the def2-TZVPD basis set).

HOMO energy (alpha / beta) in eV: -12.4 / -12.4
Multiplicity: 2
HOMO-LUMO gap (alpha / beta) in eV: 6.22 / 6.40
Charge: +2
E_tot in eV: -251065.29729
Max |F| in hartree/bohr: 0.0435

Element x y z (Å)
V  0.2052  -0.9215  0.3540
O  -2.5326  -2.3351  5.2309
C  -2.1010  -3.2698  4.3334
C  -1.9412  -4.5656  4.8112
C  -1.5289  -5.5690  3.9556
C  -1.2642  -5.2976  2.6142
C  -1.3973  -4.0030  2.1522
C  -1.8008  -2.9754  3.0054
C  -1.9183  -1.5637  2.5130
O  -0.9394  -1.3027  1.4679
N  -3.2154  -1.2593  2.0142
N  -3.2949  -0.2558  1.0841
C  -4.4076  -0.0579  0.5118
C  -4.5735  1.0253  -0.4785
Br  -3.1885  1.1890  -1.7742
C  -5.6215  1.8396  -0.5404
C  -6.7387  1.8735  0.4277
C  -8.0211  2.1627  -0.0419
C  -9.0971  2.2183  0.8286
C  -8.9032  2.0018  2.1873
C  -7.6297  1.7355  2.6688
C  -6.5527  1.6726  1.7951
H  -2.9588  -1.5908  4.7932
H  -2.1662  -4.7654  5.8509
H  -1.4238  -6.5776  4.3339
H  -0.9705  -6.0930  1.9417
H  -1.1766  -3.7667  1.1209
H  -1.6458  -0.8837  3.3264
H  -3.8810  -2.0235  2.0070
H  -5.2861  -0.6763  0.7151
H  -5.6856  2.5295  -1.3747
H  -8.1753  2.3278  -1.1024
H  -10.0862  2.4403  0.4492
H  -9.7421  2.0520  2.8693
H  -7.4729  1.5907  3.7301
H  -5.5559  1.5025  2.1845
C  6.4572  1.7372  1.5425
C  5.1827  2.4138  1.0176
C  5.5244  3.8050  0.4601
C  4.2023  2.5898  2.1786
C  4.5932  1.5470  -0.0929
C  5.2776  1.4293  -1.3213
C  4.7820  0.6983  -2.3778
C  3.5608  0.0508  -2.2021
S  2.6440  -0.8769  -3.3460
C  1.4323  -1.1292  -2.1820
N  1.6783  -0.5926  -0.9977
C  2.8931  0.1145  -0.9882
C  3.4015  0.8642  0.0691
C  0.1524  -1.8021  -2.3741
C  -0.2615  -2.3644  -3.5751
C  -1.4990  -2.9846  -3.6299
C  -2.3064  -3.0249  -2.4978
C  -1.8952  -2.4425  -1.3025
C  -0.6560  -1.8203  -1.2236
H  6.8841  2.3228  2.3593
H  7.2151  1.6526  0.7614
H  6.2425  0.7330  1.9171
H  5.8732  4.4490  1.2692
H  4.6495  4.2715  0.0011
H  6.3179  3.7648  -0.2873
H  4.6200  3.2919  2.9008
H  4.0253  1.6453  2.7042
H  3.2437  2.9933  1.8390
H  6.2236  1.9379  -1.4517
H  5.3204  0.6419  -3.3150
H  2.8433  0.9253  0.9932
H  0.3710  -2.3242  -4.4556
H  -1.8371  -3.4375  -4.5526
H  -3.2736  -3.5089  -2.5511
H  -2.5534  -2.4671  -0.4442
Br  3.5264  -6.5310  -3.3552
C  2.9088  -5.3022  -2.0778
C  3.7777  -4.3533  -1.5630
C  3.3165  -3.4539  -0.6112
C  1.9929  -3.5013  -0.2048
C  1.1229  -4.4430  -0.7284
C  1.5858  -5.3565  -1.6604
N  1.5305  -2.5373  0.7821
C  2.1548  -2.5407  1.8947
C  1.9394  -1.5217  2.9341
C  2.4278  -1.7393  4.2075
C  2.2077  -0.7694  5.1795
C  1.5282  0.3774  4.8234
C  1.0924  0.5228  3.5109
N  1.2848  -0.4015  2.5775
H  4.8052  -4.3173  -1.8979
H  3.9815  -2.6957  -0.2102
H  0.0911  -4.4736  -0.4092
H  0.9209  -6.1071  -2.0642
H  2.8932  -3.3143  2.0949
H  2.9602  -2.6533  4.4383
H  2.5710  -0.9090  6.1889
H  1.3434  1.1651  5.5402
H  0.5862  1.4283  3.1978
C  2.0407  3.6477  -5.2881
C  0.7598  4.3522  -4.8632
N  0.0549  3.6599  -3.7740
C  -1.1529  2.8965  -4.0934
C  -0.8702  1.5558  -4.7603
C  0.5643  3.7862  -2.5350
O  1.5671  4.4270  -2.2620
C  -0.1199  3.0867  -1.3887
C  -0.7052  3.8077  -0.3575
C  -1.1385  3.1275  0.7681
C  -0.9108  1.7702  0.8555
N  -0.3279  1.0647  -0.1342
C  0.0222  1.7282  -1.2460
H  2.4842  4.1664  -6.1385
H  1.8454  2.6156  -5.5862
H  2.7629  3.6523  -4.4725
H  0.0614  4.4242  -5.6961
H  0.9891  5.3603  -4.5217
H  -1.7642  3.5135  -4.7533
H  -1.7271  2.7503  -3.1792
H  -0.4205  1.6876  -5.7455
H  -1.7991  0.9960  -4.8882
H  -0.1842  0.9522  -4.1582
H  -0.8139  4.8823  -0.4385
H  -1.6314  3.6405  1.5819
H  -1.2044  1.2195  1.7366
H  0.4291  1.1456  -2.0593

Mulliken atomic charge list, values in e, 8 entries: atom 1 (V): -0.11, atom 2 (O): -0.64, atom 3 (C): 0.43, atom 4 (C): -0.69, atom 5 (C): -0.56, atom 6 (C): -1.20, atom 7 (C): 0.71, atom 8 (C): 0.17

***

Record 3
Entry from OMol25: 2 unconnected molecules or ions with the total composition C3H11N2O2 in a non-equilibrium geometry (ωB97M-V with the def2-TZVPD basis set).

HOMO energy in eV: -14.9
HOMO-LUMO gap in eV: 11.74
Energy above the lowest of the compared OMol25 structures with the same formula, charge and spin in eV: 1.221
Charge: +1
E_tot in eV: -10358.53139
Max |F| in hartree/bohr: 0.0570

Element x y z (Å)
C  -1.5651  0.9265  -0.9617
N  -0.3910  0.5745  -1.8479
C  0.4512  1.7061  -2.2617
H  -2.0673  -0.0741  -0.7953
H  -1.3288  1.4157  -0.0090
H  -2.2202  1.6087  -1.5616
H  -0.7402  0.0293  -2.6586
H  0.2098  -0.1191  -1.3186
H  -0.0942  2.4154  -2.8940
H  1.3249  1.3460  -2.8373
H  0.7246  2.2018  -1.3293
N  -0.2596  0.0279  1.9681
C  0.5480  -0.8730  1.2879
O  0.6315  -2.0394  2.0056
O  1.0196  -0.7414  0.1386
H  -0.8793  -0.2547  2.6989
H  -0.5848  0.7896  1.3627
H  0.3963  -1.8875  2.9609

natural (NBO) atomic charge list, values in e, 8 entries: atom 1 (C): -0.42, atom 2 (N): -0.53, atom 3 (C): -0.43, atom 4 (H): 0.24, atom 5 (H): 0.21, atom 6 (H): 0.24, atom 7 (H): 0.43, atom 8 (H): 0.49

***

Record 4
Entry from OMol25: 2 unconnected molecules or ions with the total composition C3H10S3 in a non-equilibrium geometry (ωB97M-V with the def2-TZVPD basis set).

HOMO energy in eV: -8.4
HOMO-LUMO gap in eV: 8.87
Energy above the lowest of the compared OMol25 structures with the same formula, charge and spin in eV: 0.203
SMILES: CSC.CSS
E_tot in eV: -35778.63642
Max |F| in hartree/bohr: 0.0257

Element x y z (Å)
C  -0.6334  -0.2854  -2.1848
S  -1.7194  0.3389  -0.8843
S  -2.9078  -1.2860  -0.4837
H  0.1821  -0.8904  -1.7779
H  -1.1999  -0.8662  -2.9046
H  -0.1992  0.5722  -2.6723
H  -3.9443  -0.9913  -1.2858
C  0.6184  -0.8597  1.5347
S  2.2180  -0.1219  1.0917
C  1.7262  1.6326  1.1294
H  0.8068  -1.7098  2.1885
H  -0.0541  -0.1590  2.0200
H  0.1723  -1.2561  0.6258
H  0.8256  1.7642  0.5397
H  2.5968  2.2303  0.8906
H  1.5121  1.8876  2.1732

natural (NBO) atomic charge list, values in e, 8 entries: atom 1 (C): -0.75, atom 2 (S): 0.08, atom 3 (S): -0.14, atom 4 (H): 0.22, atom 5 (H): 0.23, atom 6 (H): 0.23, atom 7 (H): 0.13, atom 8 (C): -0.74